1.
The following is a DFT calculation (ωB97M-V with the def2-TZVPD basis set) of a 16-piece molecular cluster, C32H96O16 overall.

Summary:
energy	-2480.482762	hartree
ΔE to the lowest compared entry with this formula, charge and spin	47.8	kcal/mol
charge	0
F_max	2.57	eV/Å
HOMO	-9.45	eV

Positions of all 144 atoms, in Å:
O: -1.3825 -1.1328 -2.1171
O: -0.1900 -6.7845 1.2857
O: -6.6732 1.8625 -0.6177
O: -2.4922 -2.2495 0.1870
O: 0.6572 -0.7300 3.5176
O: -1.6830 5.7340 0.2566
O: 1.1212 3.4880 -4.5932
O: -1.0790 1.0831 -0.4889
O: 5.7416 -1.9671 1.3199
O: 2.8212 -3.0154 -2.5166
O: 2.2649 1.3883 2.8099
O: 3.6664 2.1281 0.4197
O: 2.8941 -1.7218 -4.9513
O: -1.6691 -1.9494 2.6888
O: -1.4755 2.7547 -4.8260
O: -2.6609 3.2203 0.4234
C: -3.5170 3.1136 -3.6310
C: 5.4018 -1.6185 2.6316
C: 4.8114 1.3689 0.0261
C: 1.5900 3.6299 -2.2318
C: 1.2035 -4.8673 -2.6617
C: 0.3345 4.8099 1.3193
C: 1.1300 -0.3587 -5.8421
C: -5.0724 0.2962 0.2163
C: 0.0536 1.0248 0.3793
C: 0.9896 -2.8447 4.7278
C: -0.3929 6.0303 0.6936
C: 4.1178 -2.3311 3.0114
C: -2.8924 -1.6597 3.3955
C: -3.2300 3.1813 1.7236
C: -3.3317 -3.2189 -0.4212
C: 5.2639 1.8905 -1.3028
C: -5.3667 1.3527 -0.9016
C: -1.8949 -0.9000 -3.3620
C: -0.1105 -5.5224 1.9243
C: -2.5525 -0.9095 4.6748
C: 0.7980 -0.2761 0.0673
C: 3.7273 3.0956 3.7992
C: 0.4380 -4.5210 0.9472
C: -2.3077 -2.2039 -4.0707
C: -4.1167 -4.0738 0.5963
C: 1.7069 2.7719 -3.5361
C: 3.1013 1.6653 3.9417
C: -2.3848 2.2541 2.5914
C: -2.0063 3.0213 -3.5304
C: 1.0407 -1.3144 4.7465
C: 1.4396 -3.3141 -2.5345
C: 2.1734 -0.5217 -4.7535
H: 1.9663 -0.9553 5.1966
H: 0.2395 -1.0447 5.4346
H: 0.6218 -3.5803 1.4662
H: 3.8662 0.8895 3.9775
H: 1.6572 4.2636 -4.7740
H: -0.1753 -1.1435 3.2775
H: 1.6773 -0.6303 -3.7891
H: 4.5993 1.5572 -2.0999
H: -2.8260 2.0316 3.5630
H: 3.0065 3.9126 3.7677
H: -3.9020 3.8292 -4.3575
H: 3.9590 -2.2105 4.0830
H: 2.0904 3.2514 -1.3405
H: -1.2783 -0.2938 -1.6622
H: 1.2994 1.7611 -3.5151
H: -2.8249 -2.0383 -5.0158
H: -1.7588 -0.2057 4.4241
H: -2.2871 1.2723 2.1282
H: 4.5589 0.3145 -0.0863
H: 1.6638 -0.3327 -6.7921
H: -3.4302 -0.4282 5.1061
H: 2.8500 0.3328 -4.7716
H: 1.0845 -0.2935 -0.9843
H: 0.5586 0.5339 -5.5875
H: -1.9189 -1.9681 -0.5298
H: 1.6211 0.7250 3.0692
H: -4.2829 2.9025 1.6822
H: -1.3561 2.5941 2.7106
H: -0.5257 2.8702 -4.7488
H: -2.6853 -3.8126 -1.0675
H: -1.9168 -2.0776 1.7702
H: 1.7778 -5.4224 -1.9200
H: -3.5558 -1.1267 2.7143
H: -4.4325 -5.0698 0.2861
H: -0.1256 4.5110 2.2611
H: 6.2409 -2.0151 3.2032
H: -4.6209 2.1390 -1.0179
H: 5.3054 2.9795 -1.3266
H: -2.9630 -2.8312 -3.4664
H: -1.4695 -2.8334 -4.3695
H: 0.1600 -1.1491 0.2042
H: -3.8722 2.1463 -3.9864
H: 6.5064 -1.4844 0.9978
H: -1.4622 3.8414 -3.0619
H: 1.4847 -3.2388 5.6153
H: -0.4497 6.8796 1.3745
H: -1.7552 2.1442 -2.9340
H: 0.2168 3.9258 0.6928
H: 0.1335 -5.0751 -2.6658
H: -2.7255 -0.1951 -3.3265
H: -5.7091 -0.5724 0.0480
H: 3.1049 -2.1125 -4.1002
H: -2.4368 4.1436 0.2859
H: -1.7289 1.7546 -0.2690
H: -4.0475 -0.0708 0.2689
H: 5.6391 1.3823 0.7351
H: 3.1914 -3.3392 -1.6922
H: 0.9400 -2.9037 -1.6570
H: 6.2577 1.5523 -1.5962
H: 5.1802 -0.5619 2.7819
H: -0.9733 -6.7633 0.7311
H: -4.0752 3.2133 -2.7001
H: -5.4615 0.9319 -1.9027
H: -3.2055 4.1589 2.2050
H: -5.2949 0.6509 1.2227
H: 0.2331 6.3622 -0.1347
H: -1.0713 -5.2035 2.3283
H: -2.2441 -1.5398 5.5088
H: 1.3894 -4.7607 0.4724
H: -0.0820 -3.0372 4.6758
H: 0.5295 3.7941 -2.0407
H: 4.2456 2.9847 2.8468
H: 1.7082 -0.4253 0.6482
H: -1.8529 6.4855 -0.3162
H: -3.4432 -4.2892 1.4259
H: 2.1620 4.5534 -2.3217
H: 1.4898 -3.1505 3.8089
H: 0.7129 1.8578 0.1352
H: -4.0440 -2.7917 -1.1270
H: 3.2698 -1.8871 2.4900
H: -7.0526 2.2766 -1.3963
H: -1.1043 -0.5117 -4.0041
H: -4.9662 -3.4913 0.9529
H: 1.5976 -5.2006 -3.6218
H: 4.4683 3.1520 4.5966
H: 2.4685 1.5243 4.8179
H: 0.5786 -5.5267 2.7688
H: -0.2999 -4.2441 0.1943
H: 1.3894 4.9964 1.5208
H: 0.4862 -1.2266 -5.6990
H: 2.7495 2.5675 -3.7797
H: -3.2603 -2.6382 3.7044
H: -0.2089 1.0267 1.4372
H: 4.0481 -3.3853 2.7434
H: 1.0006 -2.7967 -3.3875
H: 3.1713 1.7496 1.1499

Atoms 1-6, force components in eV/Å:
O 0.5 -1.2 1.5
O -0.1 -0.4 0.6
O -0.1 0.3 0.6
O -0.8 -0.3 0.5
O 1.6 0.3 0.1
O -0.5 0.1 -0.5

=====

2.
The following is a DFT calculation (ωB97M-V with the def2-TZVPD basis set) of a 16-piece molecular cluster, C32H96O16 overall.

Summary:
energy	-2480.543461	hartree
ΔE to the lowest compared entry with this formula, charge and spin	9.7	kcal/mol
charge	0
F_max	1.32	eV/Å
HOMO	-9.15	eV

Positions of all 144 atoms, in Å:
O: 3.2609 -1.0203 -3.6247
O: 2.9014 -0.9342 0.3589
O: 0.6447 3.6276 1.6277
O: -4.7385 2.1992 3.7135
O: 0.5261 5.1018 -0.7588
O: 0.4285 -6.2685 1.4424
O: -3.4908 -0.9847 -1.8986
O: 1.0525 1.0604 0.8444
O: -0.7709 0.0867 -5.9773
O: -2.7917 -3.6166 -2.4505
O: -4.0323 4.9981 -0.6716
O: 2.3987 -2.7429 -1.6322
O: 4.9286 2.2419 2.4204
O: -3.7431 -0.3949 0.8675
O: 0.8027 -4.5018 3.6119
O: 4.1655 0.5599 4.7011
C: -0.9283 -5.9982 1.1219
C: -3.9668 -1.5919 1.6266
C: 3.9295 3.1402 1.9199
C: -3.9408 -0.0570 -2.8701
C: 4.6732 4.3654 1.4089
C: 4.1108 -0.7395 1.0786
C: -1.1820 4.9594 2.5564
C: -5.3852 0.3651 -2.6467
C: 2.0284 3.5697 -1.8088
C: -4.1466 3.5974 -0.9234
C: 4.0105 1.2173 -3.9619
C: 5.0544 -1.8599 0.7088
C: -2.3036 -4.8848 -4.4493
C: 1.9026 0.8137 4.0555
C: -1.0231 -5.0188 -0.0187
C: -0.3190 -0.2571 -4.6658
C: 2.3556 -4.1687 -1.6528
C: -2.2251 -3.5507 -3.7395
C: 0.9555 -3.1438 3.1910
C: 2.2271 -4.6273 -3.0894
C: 3.5646 0.1905 -2.9527
C: 0.1194 0.9829 -3.9130
C: -2.8179 2.9453 -0.6028
C: 0.6880 4.2592 -1.9096
C: -0.3515 -2.3891 3.1070
C: -0.2206 -0.5890 -0.3242
C: -0.2214 0.8138 0.2298
C: 0.2169 4.3867 2.7547
C: -2.4364 1.6031 3.5333
C: -3.5508 -2.7806 0.7910
C: -3.4766 2.2406 4.4149
C: 2.9337 1.1489 5.1184
H: -4.9903 3.1484 -0.3904
H: -0.8049 -2.1787 4.0808
H: -3.5840 1.7112 5.3654
H: 4.9827 1.0079 -4.4112
H: -3.5218 -0.6191 -0.9974
H: -5.5130 0.7220 -1.6227
H: -0.0866 3.4850 -1.8931
H: 5.4616 4.0748 0.7178
H: -1.2079 -0.8414 -0.7197
H: -1.0994 -2.9156 2.5113
H: -3.3931 -1.5041 2.5559
H: 3.9526 -0.7143 2.1638
H: 3.0875 2.2191 5.2870
H: 3.2781 -4.5684 -1.2155
H: -1.1527 -0.7549 -4.1692
H: 3.0193 -4.2626 -3.7428
H: 0.0002 0.2008 -6.5394
H: 0.9355 1.4976 -4.4218
H: -0.5507 -5.4059 -0.9261
H: 0.7147 4.2312 0.8665
H: 1.4220 -3.1747 2.2033
H: 2.5577 0.7070 6.0484
H: -1.4814 -5.6317 1.9987
H: -5.4067 2.5425 4.3141
H: 0.1884 3.6962 3.5994
H: 2.4962 -2.4287 -0.7193
H: -3.8739 -0.5955 -3.8157
H: 1.0152 1.9559 1.2237
H: -2.5540 -2.5670 0.4034
H: -2.9868 -2.6984 -2.2023
H: 0.1916 -4.5329 4.3539
H: -2.4938 1.9628 2.5038
H: 4.5915 1.6689 3.1236
H: 3.0341 -1.6741 -2.9380
H: 4.5601 -2.8299 0.8110
H: 2.2685 -0.2248 0.5685
H: -3.3289 0.8492 -2.9211
H: 1.6812 -2.6457 3.8427
H: -2.8697 1.8824 -0.8427
H: -5.6775 1.1522 -3.3472
H: 3.3169 3.4321 2.7789
H: -5.0114 -1.6591 1.9471
H: -0.5481 -4.0773 0.2647
H: -4.3997 3.4745 -1.9836
H: 0.0740 -1.3614 0.3864
H: -4.2124 -2.9267 -0.0622
H: 0.5906 4.8595 -2.8155
H: 4.3747 0.0282 -2.2275
H: -0.4240 1.5150 -0.5838
H: 2.2259 1.0998 3.0551
H: 0.6961 -5.6313 2.1229
H: 1.8099 -0.2745 4.0511
H: 2.1684 2.8823 -2.6446
H: 2.8517 4.2835 -1.8665
H: 3.3229 2.6668 1.1452
H: 3.9688 4.9949 0.8542
H: -6.1007 -0.4293 -2.8668
H: -3.5415 -3.6968 1.3790
H: 0.4909 -0.9907 -4.7088
H: 0.4478 -0.6995 -1.1828
H: -2.0492 3.4076 -1.2223
H: 4.7994 0.6444 5.4203
H: -1.1721 -3.2388 -3.6816
H: -0.9496 0.9371 1.0368
H: -1.2414 5.4909 1.6049
H: -3.3029 -5.3208 -4.4499
H: -2.7126 -2.7908 -4.3684
H: 1.2577 -4.3051 -3.4753
H: 0.9077 1.2296 4.2107
H: -1.3955 -6.9594 0.8894
H: 3.3112 1.2470 -4.8036
H: -0.2850 5.6142 -0.8307
H: -1.9738 4.2124 2.5643
H: -4.8430 5.3457 -0.2944
H: -2.5270 0.5193 3.5022
H: -2.5567 3.1176 0.4406
H: -2.0354 -4.8434 -0.3882
H: 2.6961 0.4970 -2.3583
H: 2.0791 2.9860 -0.8890
H: 1.5046 -4.5350 -1.0736
H: -4.4125 0.2691 1.0571
H: 4.5434 0.2304 0.8139
H: -0.6978 1.6971 -3.7803
H: -1.6517 -5.6003 -3.9394
H: 5.9703 -1.8612 1.2977
H: -3.2446 3.2906 4.6198
H: -1.3805 5.6664 3.3665
H: -1.4487 1.9261 3.8725
H: 2.2711 -5.7177 -3.1393
H: 0.9350 5.1819 2.9646
H: 4.0791 2.2220 -3.5406
H: -1.9620 -4.7894 -5.4802
H: 5.0618 4.9226 2.2572
H: -0.1442 -1.4229 2.6374
H: 5.3312 -1.7817 -0.3462
H: 0.4598 0.7201 -2.9068

Atoms 1-6, force components in eV/Å:
O 0.1 0.1 0.0
O -0.1 -0.2 0.2
O 0.0 0.2 0.2
O 0.2 -0.1 0.2
O 0.2 0.1 0.2
O -0.1 0.1 0.1

=====

3.
The following is a DFT calculation (ωB97M-V with the def2-TZVPD basis set) of a 16-piece molecular cluster, C32H96O16S16 overall.

Summary:
energy	-8851.119403	hartree
ΔE to the lowest compared entry with this formula, charge and spin	9.4	kcal/mol
charge	0
F_max	3.03	eV/Å
HOMO	-8.28	eV

Positions of all 160 atoms, in Å:
S: 1.4092 -3.8215 -1.4354
S: -0.0976 1.1925 -5.8763
S: -2.7171 -4.9240 0.3680
S: 1.3808 2.6340 3.5067
S: 5.0571 0.7056 4.2641
S: 5.1985 -3.1464 0.6318
S: 0.3031 6.6184 -1.8620
S: -5.4544 -0.6733 -0.9051
S: -3.1657 -2.4327 -4.8015
S: -3.2486 3.5497 2.5226
S: -3.3993 -2.1371 4.0358
S: 0.7537 0.9658 -0.0992
S: 4.8208 4.4605 0.3960
S: 4.9640 -0.3286 -2.6517
S: -4.3424 2.2965 -2.7744
S: 0.3595 -3.3291 3.5002
O: 6.1444 -0.5271 -3.5671
O: -2.3715 2.3639 2.9115
O: -3.1204 2.1337 -1.8871
O: 2.4382 2.5484 4.6222
O: -4.1417 -4.6406 -0.0236
O: 4.1736 -2.2712 1.3118
O: 6.5565 0.5496 4.2958
O: -6.1858 0.6388 -1.0375
O: 1.1320 1.7431 -1.3480
O: -4.7870 -2.4774 3.5346
O: 0.0781 -3.1241 -1.5479
O: 0.1749 -2.0842 2.6643
O: 5.5294 3.2418 -0.1483
O: -2.5932 -3.6299 -5.5075
O: 1.2475 0.7772 -6.3848
O: 0.6647 6.5925 -0.3990
C: 0.0511 3.5768 4.2824
C: 4.9331 5.7318 -0.9322
C: -2.9278 -0.4977 3.3580
C: -4.4721 4.0539 -3.2567
C: -2.7141 -5.3589 2.1312
C: 4.4099 -0.9894 4.4721
C: 4.6858 0.8268 2.4993
C: -1.9625 -3.3043 0.5684
C: 2.3492 -3.2679 -2.8976
C: 6.4557 -3.4131 1.9159
C: 1.1783 5.2133 -2.6618
C: -2.9404 -2.8158 -3.0298
C: -0.0901 2.9720 -5.4548
C: 4.1910 1.2038 -3.2108
C: 2.0808 -3.8020 3.1593
C: -4.9374 2.9569 2.2910
C: 0.7699 0.9435 3.4190
C: -3.5874 -1.7135 5.7996
C: -3.9855 1.6070 -4.3891
C: 4.6802 -4.9037 0.5242
C: -2.7491 3.8597 0.8261
C: -4.9697 -2.5083 -4.8341
C: -6.5525 -2.1453 -0.6933
C: 1.8202 -0.5308 -0.0988
C: -4.6973 -0.6724 0.7392
C: 3.0639 4.1781 0.2748
C: 0.5292 -2.8734 5.2533
C: -1.2820 5.7178 -2.0487
C: -0.3499 0.5215 -4.2081
C: 5.5359 0.2707 -1.0451
C: 1.1249 -5.5479 -2.0018
C: -0.8429 0.1798 -0.4737
H: 1.6531 -3.2743 -3.7333
H: 3.6105 0.9656 2.3940
H: 2.2272 5.4959 -2.5366
H: 3.6718 -4.8715 0.1195
H: 1.3029 -2.1202 5.4129
H: 0.3426 4.4303 4.8842
H: 2.7151 3.5699 -0.5597
H: -5.2972 -2.3116 -5.8531
H: -1.7303 4.2250 0.7300
H: 0.8886 -3.6975 5.8807
H: -3.1125 2.0477 -4.8688
H: -2.9105 3.0042 0.1664
H: 0.4458 -5.5850 -2.8487
H: 5.1552 -1.6603 4.0452
H: 2.7516 -0.2061 0.3670
H: -2.5968 -1.5711 6.2239
H: -1.5814 0.9664 -0.3395
H: 5.4512 -5.3850 -0.0722
H: 5.9787 5.8212 -1.2211
H: -7.1220 -2.2813 -1.6079
H: -4.7760 4.6815 -2.4245
H: -3.5263 4.4161 -3.6658
H: -1.6633 5.7361 -3.0657
H: -1.6801 -5.4367 2.4710
H: 4.3481 5.4119 -1.7916
H: 3.8635 1.0762 -4.2395
H: 1.2396 -1.3138 0.3761
H: -1.1230 4.7139 -1.6482
H: -0.5401 2.8786 4.8723
H: 0.7093 3.0953 -4.7229
H: -1.2198 0.9805 -3.7308
H: -1.0042 -0.6810 0.1743
H: 4.5997 6.6911 -0.5383
H: -5.1902 4.1225 -4.0757
H: 0.6684 0.6139 4.4570
H: -2.3059 -2.6173 -0.1997
H: 2.2123 -3.6764 2.0852
H: 5.2454 1.6919 2.1346
H: 1.0144 5.1605 -3.7376
H: -2.3910 -2.9031 1.4921
H: 2.8067 -2.3089 -2.6747
H: 0.4630 0.9336 -3.6012
H: -4.1053 0.2352 0.8218
H: -0.4525 -2.6376 5.6558
H: -0.4160 -0.5573 -4.2867
H: -5.3469 -1.7182 -4.1797
H: -7.1420 -1.9515 0.1998
H: 1.4871 0.3041 2.9154
H: 4.2830 -1.3167 5.5058
H: -3.7506 0.5752 -4.1268
H: -0.5165 3.9145 3.4162
H: 6.7145 -2.3869 2.1792
H: -2.2141 -2.0847 -2.6661
H: -5.8861 -3.0000 -0.5532
H: 7.2311 -4.0654 1.5251
H: -3.2223 -6.3170 2.2064
H: -5.2338 2.5083 3.2397
H: -0.8886 -3.4051 0.6628
H: -4.1508 -1.6100 0.8104
H: 3.4349 -1.0643 3.9871
H: -3.4610 4.6092 0.4587
H: 2.5142 5.1126 0.4061
H: 6.3618 0.9843 -1.1068
H: 4.6841 -5.3151 1.5324
H: 4.7112 0.7470 -0.5203
H: -5.4540 -0.6418 1.5253
H: 6.0132 -0.5168 -0.4595
H: -2.0621 6.0690 -1.3665
H: -4.9873 2.1608 1.5496
H: -4.3103 -0.9244 5.9871
H: -4.0257 -2.6464 6.1601
H: -2.5275 -3.8177 -2.9797
H: 1.0388 4.2398 -2.1912
H: -3.1947 -4.5716 2.7102
H: -3.7149 0.2229 3.1719
H: 3.5023 1.6197 -2.4780
H: -5.3447 -3.4629 -4.4666
H: -4.9046 1.7518 -4.9518
H: -0.8080 -0.1508 -1.5112
H: -3.8302 -2.6185 -2.4337
H: 0.0963 3.5366 -6.3622
H: 2.7406 -3.0300 3.5676
H: -2.2917 -0.6780 2.4916
H: -2.2364 -0.0094 4.0504
H: 5.9919 -3.8218 2.8150
H: -1.0619 3.1954 -5.0177
H: 0.6328 -5.9803 -1.1259
H: 5.0484 1.8836 -3.2805
H: 5.0890 0.0140 1.8969
H: -0.2408 0.9752 3.0081
H: 2.4209 -4.7671 3.5290
H: 2.1701 -0.6711 -1.1242
H: 2.8344 3.6097 1.1815
H: 3.1245 -4.0160 -3.0719
H: -5.5483 3.8338 2.0879
H: 2.0504 -6.1110 -2.1111

Atoms 1-6, force components in eV/Å:
S -0.4 0.0 -1.4
S -0.7 -0.4 -0.9
S -0.6 0.4 -0.2
S 2.3 0.4 2.0
S 1.1 -0.6 -0.3
S 0.1 0.2 0.6

=====

Among the records above, which one has the lowest F_max? number 2

=====

Which formula does entry 3 have? C32H96O16S16